Entry from the OMol25 dataset: the molecule C41H76N2O15 (ωB97M-V/def2-TZVPD).

## Properties
HOMO level ... -8.469 eV
2S+1 ... 1
Energy relative to the best compared isomer or geometry (same formula, charge and spin) ... 0.006 eV

Structure (XYZ):
```
134
C41H76N2O15 ωB97M-V/def2-TZVPD
C -5.58 -2.87 3.52
H -5.86 -2.06 4.19
H -6.24 -3.71 3.69
C -5.68 -2.41 2.07
H -5.42 -3.23 1.40
H -6.70 -2.10 1.84
C -4.75 -1.23 1.78
H -4.80 -0.51 2.61
C -5.11 -0.47 0.47
C -4.70 -1.30 -0.75
H -5.16 -0.89 -1.64
H -3.61 -1.31 -0.85
H -5.05 -2.31 -0.62
O -6.50 -0.28 0.41
H -6.69 0.45 1.02
C -4.42 0.92 0.57
O -5.14 1.58 1.59
H -4.76 2.46 1.70
H -3.38 0.77 0.87
C -4.40 1.72 -0.76
C -3.30 2.76 -0.82
N -3.13 3.78 -0.09
O -4.05 4.02 0.97
C -3.57 4.98 1.86
O -2.89 4.44 2.94
C -1.58 3.97 2.64
H -0.86 4.79 2.81
H -1.53 3.67 1.59
C -1.27 2.75 3.52
O -0.14 2.02 3.07
C 1.11 2.60 3.36
H 1.28 3.52 2.80
H 1.21 2.80 4.43
H 1.86 1.85 3.07
H -2.10 2.05 3.47
H -1.13 3.07 4.56
H -2.95 5.71 1.31
H -4.46 5.47 2.28
C -2.28 2.66 -1.93
C -2.95 2.66 -3.30
H -3.59 3.54 -3.40
H -2.18 2.70 -4.08
H -3.55 1.77 -3.46
H -1.65 3.55 -1.86
C -1.38 1.42 -1.78
H -2.00 0.52 -1.76
H -0.72 1.36 -2.65
C -0.50 1.43 -0.53
C 0.45 2.63 -0.51
H 1.15 2.54 0.31
H -0.12 3.55 -0.38
H 1.00 2.69 -1.45
O -1.36 1.49 0.59
H -0.83 1.57 1.40
C 0.33 0.10 -0.45
H 1.19 0.30 0.21
O 0.83 -0.34 -1.71
C 1.96 0.26 -2.24
O 1.59 1.27 -3.14
C 2.71 1.91 -3.73
C 2.17 3.02 -4.62
H 3.00 3.56 -5.08
H 1.57 3.71 -4.03
H 1.55 2.60 -5.40
C 3.55 0.90 -4.52
H 4.42 1.39 -4.95
H 2.94 0.50 -5.33
C 4.02 -0.24 -3.61
N 4.88 -1.16 -4.33
C 5.80 -1.90 -3.50
H 6.55 -2.36 -4.15
H 6.30 -1.22 -2.81
H 5.31 -2.69 -2.92
C 4.20 -2.05 -5.26
H 4.95 -2.49 -5.91
H 3.50 -1.49 -5.87
H 3.66 -2.86 -4.75
C 2.77 -0.86 -2.93
O 3.16 -1.82 -1.98
H 2.38 -2.06 -1.46
H 2.11 -1.31 -3.69
H 4.63 0.19 -2.80
H 3.33 2.34 -2.93
H 2.59 0.70 -1.44
C -0.51 -1.04 0.18
C -0.39 -2.37 -0.58
H 0.55 -2.85 -0.34
H -1.21 -3.03 -0.29
H -0.46 -2.19 -1.65
H -1.55 -0.72 0.17
C -0.11 -1.24 1.66
H -0.02 -0.27 2.17
O 1.15 -1.90 1.70
C 2.10 -1.47 2.62
C 3.08 -2.62 2.87
H 3.70 -2.35 3.74
H 2.51 -3.52 3.10
C 4.00 -2.90 1.67
C 5.09 -3.88 2.09
H 5.81 -4.02 1.29
H 4.66 -4.84 2.36
H 5.61 -3.49 2.95
C 4.66 -1.56 1.23
O 5.36 -1.71 0.02
H 4.71 -1.83 -0.69
C 3.61 -0.46 1.08
C 4.27 0.89 0.82
H 3.53 1.65 0.57
H 4.80 1.21 1.72
H 4.98 0.79 0.01
O 2.78 -0.30 2.22
H 2.98 -0.75 0.23
H 5.40 -1.27 1.98
O 3.17 -3.36 0.60
C 3.63 -4.41 -0.22
H 3.71 -5.36 0.32
H 4.59 -4.18 -0.69
H 2.88 -4.51 -1.00
H 1.63 -1.17 3.57
C -1.19 -2.06 2.41
C -2.47 -1.24 2.49
O -2.61 -0.28 3.21
O -3.42 -1.75 1.71
H -1.39 -2.97 1.84
C -0.78 -2.43 3.83
H -1.57 -3.02 4.30
H 0.13 -3.02 3.82
H -0.63 -1.53 4.42
H -4.19 1.00 -1.55
C -5.75 2.38 -1.06
H -6.53 1.62 -1.10
H -6.01 3.10 -0.29
H -5.71 2.90 -2.02
H -4.56 -3.17 3.75
```

Here are the Löwdin charges for atoms 1 to 99, given in e: C -0.082; H 0.080; H 0.071; C -0.172; H 0.115; H 0.117; C -0.229; H 0.149; C -0.439; C 0.026; H 0.093; H 0.081; H 0.089; O 0.001; H 0.107; C -0.247; O -0.013; H 0.081; H 0.133; C -0.208; C -0.222; N 0.142; O -0.111; C -0.238; O -0.085; C -0.167; H 0.131; H 0.094; C -0.163; O -0.231; C -0.078; H 0.090; H 0.096; H 0.078; H 0.118; H 0.133; H 0.140; H 0.142; C -0.282; C -0.040; H 0.084; H 0.081; H 0.081; H 0.134; C -0.051; H 0.129; H 0.121; C -0.443; C 0.029; H 0.079; H 0.085; H 0.081; O -0.022; H 0.070; C -0.172; H 0.139; O -0.028; C -0.314; O -0.054; C -0.379; C -0.022; H 0.084; H 0.078; H 0.086; C -0.075; H 0.133; H 0.121; C -0.265; N -0.218; C -0.089; H 0.086; H 0.088; H 0.075; C -0.090; H 0.087; H 0.079; H 0.090; C -0.225; O -0.020; H 0.089; H 0.167; H 0.155; H 0.157; H 0.160; C -0.192; C -0.006; H 0.077; H 0.082; H 0.088; H 0.119; C -0.221; H 0.148; O -0.034; C -0.343; C -0.007; H 0.136; H 0.135; C -0.444; C -0.012

---

Entry from the OMol25 dataset: a structure of composition C41H78N3PRbS3SbSi3 (ωB97M-V/def2-TZVPD).

## Properties
HOMO level ... -0.849 eV
2S+1 ... 1
Energy relative to the best compared isomer or geometry (same formula, charge and spin) ... 1.278 eV
Charge ... -2

Structure (XYZ):
```
131
C41H78N3PRbS3SbSi3 ωB97M-V/def2-TZVPD
Rb 0.75 0.10 0.13
S 4.04 -0.17 4.30
C 2.71 0.37 3.39
S 1.25 -0.49 3.39
S 2.86 1.76 2.43
C -4.67 0.11 -0.80
N -3.34 -0.38 -0.52
C -3.25 -0.89 0.83
C -2.90 -1.35 -1.53
C -1.96 -0.71 -2.52
C -2.50 0.01 -3.58
C -1.67 0.66 -4.47
C -0.30 0.59 -4.27
C 0.21 -0.17 -3.23
C -0.57 -0.88 -2.30
H -5.44 -0.69 -0.76
H -4.69 0.55 -1.79
H -4.94 0.88 -0.07
H -3.90 -1.77 1.01
H -3.52 -0.11 1.54
H -2.22 -1.18 1.03
H -3.78 -1.78 -2.04
H -2.36 -2.16 -1.03
H -3.58 0.06 -3.73
H -2.08 1.23 -5.31
H 0.37 1.12 -4.96
H 1.30 -0.23 -3.16
C 6.03 0.49 1.62
N 5.21 -0.11 0.61
C 5.32 0.01 -0.75
C 4.26 -0.68 -1.27
N 3.52 -1.22 -0.27
C 4.12 -0.85 0.84
H 7.05 0.09 1.58
H 5.59 0.27 2.60
H 6.05 1.57 1.50
H 6.11 0.56 -1.22
H 4.00 -0.84 -2.30
H 3.82 -1.12 1.84
C 3.03 3.36 -1.62
C 1.89 4.01 -2.42
C 1.26 5.17 -1.66
C 1.09 4.86 -0.17
C 2.47 4.61 0.46
C 3.56 4.34 -0.58
P -0.06 3.40 0.18
C -1.65 4.03 -0.64
C -2.90 3.50 0.06
C -4.17 4.16 -0.51
C -4.01 4.50 -1.99
C -3.13 3.44 -2.63
C -1.69 3.55 -2.10
C -0.28 3.79 2.01
C -0.92 5.15 2.37
C -1.65 5.08 3.71
C -0.80 4.30 4.71
C -0.67 2.83 4.28
C -0.93 2.65 2.78
H 3.82 3.05 -2.29
H 2.66 2.48 -1.08
H 1.12 3.25 -2.63
H 2.27 4.38 -3.38
H 0.30 5.44 -2.11
H 1.90 6.06 -1.74
H 0.61 5.73 0.30
H 2.43 3.73 1.11
H 2.76 5.47 1.07
H 4.42 3.91 -0.07
H 3.89 5.26 -1.07
H -1.65 5.13 -0.60
H -2.87 3.71 1.13
H -2.92 2.42 -0.07
H -4.41 5.06 0.07
H -5.01 3.47 -0.39
H -3.55 5.48 -2.11
H -5.00 4.54 -2.46
H -3.12 3.55 -3.72
H -3.53 2.46 -2.40
H -1.14 4.24 -2.74
H -1.22 2.57 -2.18
H 0.76 3.79 2.35
H -1.61 5.48 1.60
H -0.13 5.91 2.45
H -2.62 4.59 3.59
H -1.84 6.09 4.08
H -1.23 4.37 5.71
H 0.19 4.76 4.75
H -1.37 2.20 4.84
H 0.34 2.47 4.50
H -2.01 2.60 2.60
H -0.50 1.69 2.47
C 2.55 -6.75 0.39
Si 2.40 -4.82 0.26
C 3.24 -4.24 1.87
C 3.52 -4.44 -1.25
Sb 0.25 -3.37 -0.07
Si -0.86 -4.68 1.95
C -0.77 -6.61 2.10
C -2.77 -4.40 2.04
C -0.20 -4.06 3.64
Si -0.76 -4.89 -1.88
C -2.68 -4.99 -1.99
C -0.18 -4.07 -3.50
C -0.26 -6.74 -2.06
H 3.60 -7.05 0.42
H 2.09 -7.26 -0.45
H 2.09 -7.13 1.30
H 4.32 -4.36 1.85
H 2.86 -4.78 2.73
H 3.04 -3.19 2.03
H 4.50 -4.89 -1.18
H 3.65 -3.36 -1.33
H 3.05 -4.79 -2.17
H -1.02 -7.10 1.16
H -1.45 -6.99 2.86
H 0.23 -6.93 2.38
H -3.22 -4.40 1.05
H -2.99 -3.44 2.50
H -3.27 -5.17 2.62
H 0.68 -4.60 3.94
H -0.94 -4.16 4.43
H 0.08 -3.01 3.59
H -3.08 -4.02 -2.24
H -3.12 -5.31 -1.05
H -3.00 -5.70 -2.75
H -0.34 -3.00 -3.43
H -0.70 -4.44 -4.39
H 0.88 -4.23 -3.65
H -0.53 -7.31 -1.18
H 0.80 -6.84 -2.22
H -0.76 -7.20 -2.91
```

Here are the Löwdin charges for atoms 1 to 99, given in e: Rb 0.309; S 0.333; C -1.916; S 0.300; S 0.391; C -0.124; N -0.244; C -0.096; C -0.196; C -0.287; C -0.100; C -0.142; C -0.145; C -0.210; C -0.240; H 0.085; H 0.063; H 0.072; H 0.078; H 0.084; H 0.068; H 0.112; H 0.058; H 0.094; H 0.086; H 0.086; H 0.066; C -0.080; N -0.121; C -0.085; C -0.179; N 0.010; C -0.236; H 0.081; H -0.026; H 0.077; H 0.103; H 0.091; H 0.054; C -0.195; C -0.194; C -0.224; C -0.429; C -0.229; C -0.204; P 1.096; C -0.439; C -0.206; C -0.189; C -0.208; C -0.197; C -0.209; C -0.447; C -0.206; C -0.215; C -0.199; C -0.186; C -0.237; H 0.105; H 0.090; H 0.087; H 0.106; H 0.084; H 0.108; H 0.096; H -0.023; H 0.114; H 0.105; H 0.104; H 0.107; H 0.080; H 0.107; H 0.103; H 0.096; H 0.105; H 0.100; H 0.107; H 0.087; H 0.094; H 0.090; H 0.070; H 0.088; H 0.106; H 0.104; H 0.100; H 0.098; H 0.110; H 0.108; H 0.096; H 0.091; H 0.041; C -0.214; Si 0.351; C -0.212; C -0.230; Sb 0.862; Si 0.362; C -0.226; C -0.235

---

Entry from the OMol25 dataset: a structure of composition C41H78N3PRbS3SbSi3 (ωB97M-V/def2-TZVPD).

## Properties
HOMO level ... -0.857 eV
2S+1 ... 1
Energy relative to the best compared isomer or geometry (same formula, charge and spin) ... 0.523 eV
Charge ... -2

Structure (XYZ):
```
131
C41H78N3PRbS3SbSi3 ωB97M-V/def2-TZVPD
Rb 0.69 0.40 0.35
S -3.11 1.04 -3.06
C -1.76 0.27 -2.35
S -1.99 -0.70 -0.91
S -0.17 0.44 -3.00
C 1.05 -0.98 3.85
N 0.24 0.11 3.32
C -1.17 -0.22 3.36
C 0.52 1.36 4.00
C 1.91 1.92 3.74
C 2.64 2.36 4.85
C 3.88 2.98 4.69
C 4.37 3.14 3.40
C 3.62 2.66 2.31
C 2.37 2.04 2.41
H 0.82 -1.19 4.91
H 2.10 -0.71 3.77
H 0.87 -1.89 3.27
H -1.53 -0.43 4.39
H -1.36 -1.11 2.75
H -1.75 0.60 2.95
H 0.36 1.25 5.09
H -0.22 2.08 3.65
H 2.23 2.24 5.85
H 4.44 3.33 5.54
H 5.33 3.62 3.24
H 4.06 2.82 1.32
C 5.49 -0.20 1.67
N 4.64 -0.66 0.58
C 4.44 -0.05 -0.63
C 3.50 -0.80 -1.28
N 3.10 -1.84 -0.47
C 3.80 -1.71 0.63
H 6.42 0.19 1.27
H 5.72 -1.06 2.31
H 4.99 0.57 2.25
H 4.97 0.85 -0.91
H 3.07 -0.65 -2.25
H 3.74 -2.36 1.50
C 1.24 6.77 2.72
C 0.71 5.41 3.17
C -0.22 4.83 2.10
C 0.29 5.08 0.65
C 1.80 5.33 0.69
C 2.15 6.59 1.50
P -0.11 3.57 -0.36
C 0.70 3.81 -2.01
C 2.12 3.21 -2.03
C 2.57 2.98 -3.49
C 2.04 4.07 -4.43
C 1.82 5.38 -3.68
C 0.68 5.21 -2.65
C -1.90 3.76 -0.80
C -2.78 3.10 0.28
C -4.25 3.33 -0.05
C -4.62 4.82 0.03
C -3.39 5.72 -0.14
C -2.43 5.16 -1.18
H 1.79 7.27 3.53
H 0.40 7.41 2.47
H 0.17 5.50 4.12
H 1.54 4.73 3.35
H -1.22 5.27 2.21
H -0.32 3.76 2.27
H -0.20 5.96 0.23
H 2.20 5.44 -0.33
H 2.29 4.46 1.12
H 2.08 7.48 0.85
H 3.20 6.52 1.82
H 0.10 3.13 -2.62
H 2.14 2.26 -1.50
H 2.83 3.86 -1.51
H 2.20 2.00 -3.81
H 3.66 2.95 -3.53
H 1.08 3.74 -4.86
H 2.72 4.21 -5.28
H 1.58 6.20 -4.37
H 2.75 5.66 -3.17
H -0.27 5.35 -3.16
H 0.76 6.00 -1.90
H -1.99 3.11 -1.67
H -2.56 3.49 1.28
H -2.56 2.03 0.29
H -4.89 2.74 0.62
H -4.42 2.94 -1.06
H -5.10 5.05 0.99
H -5.35 5.07 -0.75
H -2.86 5.81 0.82
H -3.69 6.74 -0.41
H -1.61 5.87 -1.34
H -2.95 5.09 -2.14
C 0.63 -5.44 2.49
Si 0.90 -5.55 0.62
C 2.76 -5.33 0.34
C 0.60 -7.37 0.22
Sb -0.26 -3.41 -0.34
Si -0.07 -4.15 -2.77
C 1.76 -4.15 -3.20
C -0.73 -5.88 -3.10
C -1.01 -3.01 -3.90
Si -2.63 -4.31 0.03
C -3.88 -3.78 -1.27
C -3.16 -3.63 1.70
C -2.77 -6.18 0.17
H 1.35 -6.08 3.02
H -0.38 -5.75 2.77
H 0.77 -4.41 2.85
H 3.33 -5.75 1.18
H 3.03 -4.28 0.22
H 3.08 -5.85 -0.57
H 1.31 -7.96 0.81
H 0.76 -7.60 -0.83
H -0.41 -7.68 0.48
H 2.23 -5.08 -2.86
H 2.28 -3.32 -2.71
H 1.89 -4.06 -4.28
H -0.19 -6.64 -2.53
H -0.62 -6.09 -4.17
H -1.79 -5.96 -2.85
H -0.60 -2.00 -3.88
H -2.06 -2.93 -3.60
H -0.97 -3.41 -4.92
H -3.55 -2.90 -1.82
H -4.82 -3.53 -0.77
H -4.06 -4.60 -1.97
H -3.07 -2.54 1.72
H -2.55 -4.04 2.50
H -4.21 -3.89 1.89
H -2.24 -6.71 -0.61
H -3.83 -6.45 0.12
H -2.38 -6.53 1.14
```

Here are the Löwdin charges for atoms 1 to 99, given in e: Rb 0.329; S 0.303; C -1.829; S 0.163; S 0.317; C -0.100; N -0.327; C -0.107; C -0.203; C -0.308; C -0.096; C -0.142; C -0.150; C -0.240; C -0.134; H 0.086; H 0.081; H 0.070; H 0.085; H 0.070; H 0.086; H 0.113; H 0.104; H 0.088; H 0.076; H 0.079; H 0.069; C -0.011; N -0.122; C -0.075; C -0.173; N 0.043; C -0.200; H 0.088; H 0.087; H 0.065; H 0.116; H 0.095; H 0.128; C -0.205; C -0.193; C -0.205; C -0.427; C -0.209; C -0.186; P 1.068; C -0.454; C -0.232; C -0.200; C -0.201; C -0.208; C -0.198; C -0.437; C -0.226; C -0.191; C -0.200; C -0.212; C -0.191; H 0.097; H 0.104; H 0.107; H 0.099; H 0.093; H 0.068; H 0.099; H 0.085; H 0.083; H 0.098; H 0.102; H 0.059; H 0.061; H 0.094; H 0.073; H 0.100; H 0.115; H 0.096; H 0.098; H 0.106; H 0.107; H 0.089; H 0.049; H 0.096; H 0.073; H 0.104; H 0.082; H 0.094; H 0.098; H 0.089; H 0.100; H 0.074; H 0.118; C -0.250; Si 0.277; C -0.239; C -0.239; Sb 0.817; Si 0.263; C -0.223; C -0.227

---

Per-record LUMO level, eV: 0.6; 3.6; 3.5
Per-record calculated total energy, a.u.: -2845.944418; -4442.160636; -4442.188396
Per-record HOMO-LUMO gap, eV: 9.0989; 4.4193; 4.3609